1.
Here is C23H29BrNO4SSr as an isolated structure from OMol25. Energies are from ωB97M-V/def2-TZVPD.

Its HOMO energy is -4.0 eV.

```
! wB97M-V def2-TZVPD RIJCOSX def2/J DEFGRID3
* xyz -1 1
Sr 0.67658 0.12218 -0.43774
C 2.49384 -1.37188 1.39310
C 2.51743 -0.03731 1.83214
C 3.09429 0.75325 0.81056
C 3.42653 -0.10450 -0.27658
C 3.05682 -1.42150 0.10459
C 3.18350 -2.64297 -0.75730
C 4.14644 0.31698 -1.52148
C 3.36942 2.22512 0.86769
C 1.98339 0.47512 3.13505
C 1.89567 -2.53708 2.11744
H 3.98028 -2.53410 -1.49649
H 2.27016 -2.89323 -1.31091
H 3.41998 -3.52814 -0.15945
H 5.23878 0.26420 -1.42764
H 3.91483 1.35187 -1.79040
H 3.87276 -0.28942 -2.38821
H 4.39349 2.46845 1.17954
H 2.70816 2.73569 1.57291
H 3.22687 2.71717 -0.10017
H 2.77222 0.68357 3.86808
H 1.29745 -0.23966 3.59015
H 1.41441 1.40122 3.01544
H 2.50458 -3.43948 2.00501
H 0.89326 -2.79960 1.76139
H 1.81380 -2.34471 3.18884
Br -2.94530 -3.73675 -0.44075
C -3.16338 -2.95576 1.28195
C -4.23475 -3.45023 2.01907
C -4.51267 -2.93739 3.27240
C -3.72261 -1.91992 3.78988
C -2.66738 -1.43448 3.04313
C -2.35754 -1.94030 1.78007
C -1.17920 -1.31620 1.06184
O -0.72076 -1.86485 0.03412
O -0.72167 -0.25835 1.55567
H -4.84666 -4.23384 1.59496
H -5.34998 -3.33204 3.83411
H -3.92720 -1.50266 4.76717
H -2.03692 -0.63702 3.41083
O 0.80832 0.24058 -2.99232
C 0.34578 1.38469 -3.04868
C 0.13187 2.11434 -4.36259
C -0.31163 3.49108 -3.90831
C -0.49834 3.32293 -2.40000
O -0.98817 4.18164 -1.69098
N -0.03970 2.09859 -1.96551
H -0.63512 1.57266 -4.91986
H 1.04533 2.08038 -4.95449
H -1.23965 3.85147 -4.35118
H 0.44547 4.26058 -4.06680
C -3.36828 0.75803 -2.38523
S -3.35011 0.51427 -0.60937
C -3.35938 2.22350 -0.06233
H -4.32410 1.14052 -2.74723
H -3.18114 -0.20942 -2.85053
H -2.57381 1.43817 -2.69238
H -2.47116 2.76052 -0.39512
H -3.36611 2.20874 1.02692
H -4.24893 2.75527 -0.40406
*
```

***

2.
Here is a 2-piece molecular cluster, C4H7N3O3 overall in a non-equilibrium geometry from OMol25. Energies are from ωB97M-V/def2-TZVPD.

Its HOMO energy (alpha / beta) is -8.1 / -7.8 eV.

```
! wB97M-V def2-TZVPD RIJCOSX def2/J DEFGRID3
* xyz 0 1
C -0.35926 -1.41658 -1.00428
C -1.44380 -0.57966 -1.33955
C 0.20578 -0.94762 0.20298
C -1.57455 0.35625 -0.33089
N -0.59101 0.16641 0.60085
N 1.75471 0.60970 -0.35941
N 2.18057 0.81128 0.87355
O 0.98659 -1.45696 1.10775
O -2.35787 1.45079 -0.16067
O -0.34678 0.65258 1.75240
H -0.08344 -2.34456 -1.47630
H -2.25321 -0.79862 -2.16839
H 2.44571 0.17149 -0.91178
H 0.79897 1.05673 -0.62025
H 1.40984 1.15956 1.53934
H 1.37566 -0.71698 1.65332
H -2.14789 1.82620 0.64132
*
```

***

3.
Here is C28H34N8S2V as an isolated structure from OMol25. Energies are from ωB97M-V/def2-TZVPD.

As for the expectation value of S²: 3.7576. Its HOMO energy (alpha / beta) is -12.9 / -13.5 eV.

```
! wB97M-V def2-TZVPD RIJCOSX def2/J DEFGRID3
* xyz 2 4
V -0.29980 0.12056 -0.20966
C -3.13566 1.04002 0.44465
N -2.45219 0.11532 -0.49079
C -2.88227 -1.28391 -0.34301
C -1.91350 -2.23785 -1.00994
C -2.31701 -3.52711 -1.29945
C -1.41459 -4.39765 -1.89408
C -0.13712 -3.94571 -2.17208
C 0.18998 -2.64290 -1.84234
N -0.67452 -1.78903 -1.28207
C -2.64218 0.55907 -1.89562
C -1.79009 1.76658 -2.17148
C -2.20384 2.79214 -3.00300
C -1.35504 3.86960 -3.20528
C -0.13362 3.89104 -2.54862
C 0.20084 2.82629 -1.73435
N -0.60002 1.76843 -1.55703
C -2.24167 1.67373 1.48903
C -2.82703 2.38266 2.52685
C -2.02104 3.09684 3.39626
C -0.64884 3.08128 3.20157
C -0.13835 2.32096 2.16764
N -0.91011 1.61572 1.32778
H -3.97927 0.53985 0.92340
H -3.56407 1.85871 -0.13762
H -3.87684 -1.43752 -0.77458
H -2.95224 -1.50393 0.72351
H -3.32782 -3.83911 -1.06751
H -1.71001 -5.41018 -2.13705
H 0.60640 -4.58339 -2.63038
H 1.18637 -2.26533 -2.01241
H -3.69560 0.77801 -2.09066
H -2.34669 -0.26022 -2.55187
H -3.17583 2.74390 -3.47655
H -1.64842 4.68539 -3.85315
H 0.55199 4.71953 -2.65842
H 1.14613 2.80336 -1.20669
H -3.90441 2.38827 2.63710
H -2.45891 3.66751 4.20483
H 0.02048 3.64079 3.84037
H 0.92538 2.25242 1.98893
N -0.16043 -1.25393 1.63926
C 0.04293 -2.72666 1.77423
C 1.50223 -3.13775 1.74517
N 2.13935 -2.86236 0.46461
H 0.59625 -0.76181 2.11291
H -0.99220 -1.00942 2.16885
H -0.49952 -3.22692 0.97202
H -0.38162 -3.06006 2.72301
H 1.52550 -4.21571 1.90967
H 2.01976 -2.68900 2.60490
H 2.38540 -1.88613 0.39457
H 3.00644 -3.38074 0.38706
C 1.94918 0.13584 4.17488
C 2.81509 0.26545 2.96072
N 2.36313 0.35774 1.73354
C 3.40385 0.41825 0.83382
C 4.64519 0.36651 1.39276
S 4.51530 0.24537 3.08360
C 3.16823 0.50431 -0.61957
C 4.15965 0.78905 -1.50400
S 3.57465 0.69808 -3.09256
C 2.02253 0.31215 -2.51656
N 1.92919 0.24746 -1.19916
C 0.92241 0.11029 -3.51343
H 0.94794 0.51321 3.96844
H 2.35496 0.69496 5.01710
H 1.86524 -0.90940 4.48105
H 5.60637 0.37287 0.90371
H 5.18899 1.03324 -1.29633
H 1.25685 -0.53692 -4.32492
H 0.61928 1.06352 -3.95136
H 0.05893 -0.34560 -3.04422
*
```

***

4.
Here is a 3-piece molecular cluster, C39H75ClN5O8S overall in a non-equilibrium geometry from OMol25. Energies are from ωB97M-V/def2-TZVPD.

Its HOMO energy is -10.0 eV.

```
! wB97M-V def2-TZVPD RIJCOSX def2/J DEFGRID3
* xyz 1 1
C -3.50995 3.17954 4.10209
C -2.49932 2.32399 3.33247
C -1.21460 2.19608 4.17497
C -0.36122 0.94429 3.98124
N 0.67899 0.95851 2.88934
C 1.52469 2.17980 3.11708
C 2.03471 2.38617 4.51383
O 2.41180 1.57036 5.26068
Cl 2.11552 4.09228 4.94661
C 1.61926 -0.24110 2.96993
C 1.13227 -1.38985 3.84953
C 2.20632 -2.46910 4.05002
C 3.36416 -2.03398 4.89290
O 4.47529 -2.39831 4.66435
O 3.05937 -1.24686 5.93697
C 2.00093 -0.80746 1.58854
O 1.14155 -1.80704 1.10479
C 2.28134 0.25768 0.51348
N 3.45961 0.96133 0.99153
C 2.60551 -0.54216 -0.80038
C 3.80664 -1.46978 -0.74093
C 5.11722 -0.95215 -0.69713
C 6.25083 -1.75287 -0.65531
C 6.11747 -3.14019 -0.67312
C 4.83471 -3.67673 -0.75644
C 3.68132 -2.87607 -0.80365
C 2.38301 -3.64939 -0.95315
C 1.03640 1.27099 0.34215
C 0.32836 1.00414 -1.00445
C -0.95286 1.78630 -1.40515
C -1.47305 2.99471 -0.62464
N 1.52025 2.64352 0.34260
C 2.34414 3.17485 -0.71820
C 1.67850 4.05727 -1.76620
C 0.01859 1.10421 1.51301
S -1.35020 -0.03666 1.30329
H -4.27675 3.58014 3.44998
H -3.93342 2.60819 4.92408
H -2.97337 4.00842 4.56290
H -2.26937 2.88404 2.42777
H -2.92777 1.35294 3.11588
H -0.68415 3.14259 4.10291
H -1.55110 2.14345 5.20827
H -1.01658 0.09046 3.87306
H 0.13002 0.74197 4.92284
H 0.99056 3.06841 2.82088
H 2.40106 2.15164 2.46203
H 2.56875 0.07477 3.38133
H 0.22202 -1.84408 3.47455
H 0.90398 -1.07474 4.86221
H 2.60207 -2.88753 3.13342
H 1.70883 -3.28478 4.57233
H 3.81714 -0.66082 6.07119
H 2.97079 -1.26673 1.77452
H 1.48714 -2.68009 1.30099
H 4.11604 0.33826 1.44182
H 3.96474 1.41880 0.25005
H 1.77166 -1.11987 -1.15928
H 2.82127 0.18567 -1.58103
H 5.26728 0.11607 -0.70822
H 7.23768 -1.32075 -0.61634
H 6.98992 -3.77042 -0.64049
H 4.73761 -4.75185 -0.81151
H 1.52729 -3.05806 -1.24167
H 2.19971 -4.22241 -0.04575
H 2.52823 -4.38238 -1.74274
H 1.05001 1.14121 -1.79842
H 0.07948 -0.04602 -1.10218
H -1.77593 1.07772 -1.42223
H -0.85356 2.08309 -2.44545
H -2.21702 3.49806 -1.23572
H -2.02153 2.66657 0.25598
H -0.74106 3.74190 -0.35175
H 0.99878 3.30665 0.88106
H 2.82809 2.35068 -1.23459
H 3.16520 3.74707 -0.28515
H 1.05623 4.81750 -1.30103
H 1.07809 3.51552 -2.48954
H 2.44615 4.60155 -2.30872
H -0.46588 2.07332 1.56808
H -0.80505 -0.99898 0.55281
C -6.86892 8.05577 -1.33262
O -7.65216 7.99178 -0.15710
C -8.89886 7.32428 -0.31597
C -8.91452 6.00848 0.43126
N -8.02676 5.03301 -0.19093
C -7.79636 3.82797 0.59862
C -7.11877 3.96994 1.95750
O -5.75911 4.37326 1.89808
C -5.54306 5.77102 1.79423
H -6.03464 8.72586 -1.13183
H -6.46676 7.07524 -1.61269
H -7.44420 8.45714 -2.17125
H -9.13689 7.17904 -1.37317
H -9.66733 7.97263 0.11317
H -9.93365 5.61187 0.43027
H -8.63490 6.22049 1.47203
H -7.13610 5.47329 -0.37853
H -7.17628 3.16307 -0.00845
H -8.75492 3.32011 0.74210
H -7.10919 2.97761 2.41680
H -7.67776 4.61942 2.64030
H -6.31457 6.34307 2.31325
H -5.48860 6.09323 0.75164
H -4.57843 5.99079 2.25548
C 0.52298 -7.14750 -3.31366
O 1.80158 -6.53864 -3.29253
C 2.84516 -7.39366 -2.83607
C 3.79227 -7.76181 -3.95772
N 3.15515 -8.64984 -4.91910
C 3.91397 -8.86534 -6.14961
C 4.19174 -7.66607 -7.04992
O 3.04455 -7.12242 -7.67396
C 2.31008 -6.19196 -6.90492
H -0.20768 -6.36442 -3.51012
H 0.44132 -7.90018 -4.10373
H 0.28924 -7.61207 -2.35146
H 2.43906 -8.28724 -2.35445
H 3.40960 -6.83519 -2.08136
H 4.66334 -8.26783 -3.53093
H 4.13700 -6.82547 -4.41836
H 2.24754 -8.27598 -5.16161
H 3.35772 -9.59605 -6.74082
H 4.86843 -9.33287 -5.88856
H 4.82844 -8.01904 -7.86465
H 4.75678 -6.87799 -6.53662
H 2.95648 -5.61108 -6.24115
H 1.52870 -6.68155 -6.31591
H 1.81846 -5.50764 -7.59673
*
```

***

The following ΔE to the lowest compared entry with this formula, charge and spin values (in kcal/mol) correspond, in order, to the records above: 7.7; 160.7; 0.0; 10.7.